Computed, not measured: 2 unconnected molecules or ions with the total composition C3H10N4O2 in a non-equilibrium geometry, with the ωB97M-V functional and the def2-TZVPD basis.

Last column: natural (NBO) charge in e.
CARTESIAN COORDINATES (ANGSTROEM)
C  -1.79  -1.30  0.97  -0.407
N  -0.50  -0.71  1.19  -0.644
C  0.65  -1.36  0.92  0.866
O  0.80  -2.49  0.49  -0.670
O  1.71  -0.58  1.17  -0.701
H  -2.51  -0.83  1.64  0.211
H  -2.09  -1.11  -0.07  0.174
H  -1.76  -2.38  1.14  0.231
H  -0.41  0.28  1.37  0.432
H  2.46  -1.18  1.02  0.501
N  -0.55  2.11  -0.19  -0.794
C  0.24  1.56  -1.03  0.572
N  -0.12  0.63  -1.92  -0.823
N  1.55  1.85  -1.05  -0.817
H  -1.50  1.79  -0.39  0.328
H  -0.70  -0.10  -1.55  0.387
H  0.64  0.26  -2.48  0.382
H  1.76  2.52  -0.32  0.393
H  2.13  1.03  -0.91  0.380

Computed properties:
* lowest unoccupied orbital energy: 0.56 eV
* molecular weight: 134.14 u
* orbital gap: 0.3627 Ha
* structure (SMILES): CNC(=O)O.N=C(N)N
* energy relative to the best compared isomer or geometry (same formula, charge and spin): 0.0 kJ/mol
* highest occupied orbital energy: -9.312 eV